Here is 22 unconnected molecules or ions with the total composition C73H200N10O22 at a distorted geometry from the Open Molecules 2025 dataset. Energies are from ωB97M-V/def2-TZVPD.

Values from the calculation:
LUMO = 0.497 eV
frontier orbital gap = 9.328 eV
E = -5103.78361 Eh
net charge = 0
highest occupied orbital energy = -8.831 eV

The geometry in XYZ format:
```
305
Properties=species:S:1:pos:R:3:forces:R:3
C 2.2345 -3.6531 -0.3207 1.08 0.00 0.73
C 2.6767 -4.5764 -1.4571 0.61 0.39 -0.24
O 1.7586 -4.4730 -2.5348 -0.57 -0.44 0.06
H 2.3080 -2.5799 -0.5776 0.30 -0.48 -0.08
H 2.8439 -3.8544 0.5898 -0.26 0.32 -0.54
H 1.2084 -3.7829 -0.0384 -0.74 -0.47 0.05
H 2.8217 -5.6639 -1.1637 -0.16 1.25 -0.08
H 3.6553 -4.1710 -1.8567 -0.90 -0.75 0.43
H 0.8861 -4.8812 -2.2627 0.63 0.45 -0.11
C 2.5700 -1.9683 -6.6029 1.68 1.04 1.10
C 2.9690 -2.4577 -5.2258 -0.56 0.21 -0.21
O 2.3519 -3.7404 -5.1204 0.64 0.74 -0.08
H 1.5173 -1.8519 -6.5316 -1.03 0.14 -0.67
H 2.9094 -2.7275 -7.2872 -0.21 -0.02 -0.65
H 3.0861 -0.9889 -6.7651 -0.54 -0.69 -0.29
H 2.6278 -1.7119 -4.4783 -0.13 -0.63 -0.04
H 4.0555 -2.4641 -5.1435 0.28 -0.47 0.12
H 2.2104 -3.9369 -4.1913 -0.20 -0.36 0.63
C -4.8371 -3.2926 -1.2004 0.02 0.30 -1.55
C -5.2620 -4.6589 -1.7281 -0.25 -0.80 0.03
O -4.8501 -4.8173 -3.1107 -0.44 0.71 0.44
H -3.7390 -3.1630 -1.1474 -0.54 -0.24 -0.04
H -5.2888 -3.1046 -0.2420 -0.13 0.03 0.42
H -5.2201 -2.5184 -1.9228 0.29 -0.62 0.63
H -6.3927 -4.8102 -1.6055 1.42 0.27 -0.30
H -4.7424 -5.5041 -1.2291 -0.54 0.74 0.50
H -4.7797 -5.7607 -3.2216 0.05 -0.40 -0.38
C -5.9074 2.4925 7.3525 1.13 -0.29 -1.17
C -5.8065 1.2273 6.5299 -2.08 -0.47 0.02
C -7.1483 0.9226 5.7999 1.16 0.88 1.02
O -8.1808 0.8073 6.7263 1.56 0.00 1.01
C -9.3296 0.3436 6.1929 -1.71 -1.32 -0.81
N -4.7910 1.2630 5.5462 0.89 0.33 -0.50
H -6.0560 3.3228 6.6578 -0.08 0.32 0.26
H -4.9420 2.5773 7.8535 -0.13 0.44 0.20
H -6.7059 2.3993 8.0452 -0.65 0.15 0.66
H -5.5726 0.4728 7.2380 -0.09 -1.27 0.66
H -7.0476 0.0153 5.1867 -0.06 0.20 -0.11
H -7.3306 1.8462 5.2223 -0.05 -0.47 -0.59
H -9.5060 -0.7530 6.2233 0.63 0.17 0.13
H -9.4544 0.6156 5.1500 -0.11 0.35 -0.34
H -10.1068 0.7625 6.7751 -1.20 0.49 0.40
H -5.0712 0.7050 4.7382 0.49 0.45 -0.11
H -4.6976 2.2388 5.3104 0.36 0.01 -0.82
C 9.2990 -1.0261 -4.6737 -0.50 -0.63 0.66
C 8.8674 -1.2616 -3.1535 3.60 1.27 -1.66
C 7.7047 -2.1278 -2.9637 -1.24 -0.94 -0.09
O 7.2060 -1.8520 -1.6711 -1.18 -1.50 1.09
C 6.0350 -2.6468 -1.2837 0.21 0.61 1.03
N 10.1264 -1.4959 -2.3592 -1.33 0.21 -0.81
H 9.8808 -0.1162 -4.8201 0.36 -0.16 0.60
H 8.4112 -0.8002 -5.2710 -0.10 -0.57 -0.10
H 9.8807 -1.8819 -5.0983 -0.63 0.60 0.32
H 8.5475 -0.2992 -2.8214 -0.35 0.86 0.25
H 7.8633 -3.2283 -3.1643 -0.10 0.94 0.29
H 6.9663 -1.7094 -3.6448 -0.36 -0.53 -0.60
H 5.1313 -2.4119 -1.8612 0.31 0.26 -0.33
H 5.7697 -2.4260 -0.1983 0.66 -0.26 -1.48
H 6.1879 -3.7370 -1.3666 0.34 0.38 -0.05
H 9.8626 -1.3873 -1.4017 -0.04 0.12 0.82
H 10.3804 -2.4602 -2.4382 0.32 -0.71 -0.20
C -3.5572 0.4592 -6.1087 0.57 -0.32 -1.96
C -5.0408 0.4439 -6.1632 -1.49 -0.66 -0.85
C -5.6018 -0.4295 -5.0193 0.53 0.07 -1.04
O -5.0777 -1.7087 -4.9415 0.69 -0.78 0.54
C -5.3397 -2.6281 -5.9798 0.28 -0.06 -0.43
N -5.6524 1.7035 -5.8501 0.16 1.74 -0.37
H -3.2444 -0.5544 -6.3660 0.20 -0.08 0.20
H -3.2786 0.6525 -5.0998 0.81 0.63 0.62
H -3.0847 1.0886 -6.9259 -0.53 -0.21 1.37
H -5.3550 0.0987 -7.1765 0.03 -0.18 0.53
H -6.6831 -0.5617 -5.0927 -0.31 0.70 0.13
H -5.2586 0.1794 -4.1629 -0.58 -0.78 0.25
H -5.0067 -3.5850 -5.5922 0.28 -0.11 -0.05
H -4.7777 -2.3818 -6.9132 -0.39 -0.11 0.54
H -6.3978 -2.8029 -6.2300 -0.02 0.64 0.16
H -6.6161 1.5639 -5.6198 -0.58 -0.01 0.17
H -5.6530 2.3798 -6.6155 0.27 -0.32 0.23
C -1.4819 -7.4331 -0.6015 0.65 -0.45 -2.07
C -1.7776 -6.0423 -1.1882 0.81 -0.39 0.03
C -1.7370 -4.9500 -0.1507 1.67 0.36 -0.20
O -2.8643 -5.0701 0.6380 -0.51 0.40 1.10
C -2.9304 -4.0178 1.6033 -1.00 0.33 -0.87
N -0.7421 -5.7196 -2.1613 0.32 -0.10 -0.71
H -2.1554 -7.6306 0.1921 -0.58 -0.54 0.75
H -0.4490 -7.4869 -0.2612 0.07 0.37 0.42
H -1.4780 -8.2680 -1.3925 -0.63 1.21 0.98
H -2.7744 -5.9844 -1.6179 -0.15 -0.30 -0.23
H -1.6195 -3.9726 -0.6785 -0.57 -0.39 0.25
H -0.7912 -5.0218 0.4648 -0.65 -0.18 -0.37
H -3.5962 -3.2229 1.2472 0.40 0.20 -0.38
H -1.9467 -3.5910 1.7700 0.08 -0.05 0.53
H -3.4773 -4.3590 2.4637 0.45 -0.52 0.75
H -0.3196 -6.5660 -2.5263 -0.18 0.00 -0.15
H -1.0916 -5.1746 -2.9512 0.05 0.05 0.17
C -0.5998 -0.6515 -4.2764 1.30 0.84 1.42
C -1.7054 -1.4963 -3.6926 1.35 -1.15 0.61
C -1.9859 -2.6105 -4.6378 -1.01 -0.94 -0.88
O -0.9830 -3.6315 -4.5513 -0.55 0.73 -0.06
C -0.8818 -4.3282 -5.7667 1.80 0.72 0.14
N -1.3324 -2.0582 -2.3628 -0.90 -0.33 -1.58
H 0.2957 -1.2663 -4.4584 -0.21 0.01 0.22
H -0.3037 0.1649 -3.5554 -0.25 -0.67 -0.71
H -0.8259 -0.1997 -5.2155 -0.49 0.43 -0.71
H -2.6085 -0.9525 -3.5900 -0.95 0.68 0.24
H -1.9583 -2.1352 -5.6344 -0.02 -0.50 -0.02
H -3.0150 -3.0368 -4.5130 0.88 0.16 0.15
H -0.6151 -3.6782 -6.5976 -0.42 0.41 -0.20
H -1.7203 -4.9155 -5.9783 -1.64 -0.79 -0.39
H -0.0189 -4.9577 -5.7153 0.53 -0.63 0.39
H -0.3647 -2.3369 -2.4140 0.34 -0.01 0.32
H -1.5090 -1.3208 -1.7337 0.31 0.78 1.23
C 0.7987 4.0660 0.2508 -0.14 -1.77 0.68
C 0.3246 5.4292 0.6191 0.38 1.41 -1.38
C 0.9148 6.4256 -0.4758 -0.01 -1.21 1.36
O 0.6146 7.7686 -0.2271 -1.28 0.36 -0.51
C 1.4800 8.4594 0.6163 1.35 -0.17 -0.06
N -1.1329 5.4156 0.6461 0.27 -0.17 -0.17
H 0.3959 3.2957 0.9899 0.56 0.86 -0.99
H 1.8771 4.0250 0.2716 0.47 -0.14 0.19
H 0.5271 3.7437 -0.7744 -0.25 0.35 0.54
H 0.7551 5.7629 1.5849 -0.43 -0.29 -0.22
H 0.5384 6.1367 -1.4584 -0.26 0.19 -0.03
H 1.9935 6.2114 -0.4798 0.13 0.45 -0.08
H 1.3177 9.5479 0.6498 -0.31 -0.52 -0.47
H 2.4841 8.2398 0.2389 0.35 0.48 0.15
H 1.4796 8.1123 1.6394 -0.32 -0.29 0.55
H -1.4871 6.3661 0.6542 -0.19 -0.07 -0.20
H -1.4770 4.9008 -0.1804 0.04 0.72 0.36
C -0.5155 -6.7920 2.9627 0.20 -3.62 0.92
C -1.6396 -7.3432 3.8388 -0.83 2.43 1.11
C -1.6812 -6.6702 5.2678 1.47 0.84 -0.72
O -0.5045 -6.8716 6.0903 -0.54 1.57 -0.69
C -0.3860 -8.1317 6.6610 -0.72 -0.37 -0.05
N -2.9814 -7.1175 3.2268 0.02 -0.95 0.79
H -0.8184 -5.9275 2.5200 -0.65 2.85 -0.95
H -0.4181 -7.5142 2.1355 0.43 0.24 0.20
H 0.4237 -6.7096 3.5216 -0.23 0.11 -0.22
H -1.5206 -8.3481 4.1098 0.44 -1.81 -0.28
H -2.4515 -7.1638 5.7879 -1.56 -0.26 0.66
H -1.8516 -5.5573 5.2070 0.12 -1.21 0.04
H -1.3652 -8.5661 6.9635 0.31 0.52 0.46
H 0.3359 -8.0713 7.4929 -0.39 -0.25 -0.44
H -0.0984 -8.7880 5.8685 0.94 -1.01 -0.25
H -2.9133 -6.7633 2.2917 -0.01 0.09 -0.47
H -3.6177 -7.9391 3.2502 0.94 0.90 -0.05
C 3.4554 1.6851 1.3990 0.20 -1.37 -0.68
C 4.1106 0.2930 1.2155 0.38 -0.08 -1.36
C 5.6265 0.4795 1.0300 -0.35 -1.26 1.20
O 5.8869 1.3435 -0.0333 -0.53 -0.72 -0.05
C 7.2044 1.1933 -0.4617 0.53 0.39 -1.56
N 3.8891 -0.6291 2.3297 -1.39 0.04 -1.04
H 2.3688 1.6010 1.1741 0.59 0.21 0.81
H 3.8861 2.3476 0.6431 -0.08 0.20 0.32
H 3.7717 1.9440 2.4159 -0.69 0.61 -0.15
H 3.7914 -0.1909 0.2603 -0.27 0.31 0.66
H 6.1724 -0.5354 0.9676 -0.83 1.38 -0.31
H 5.9716 0.9506 1.9468 0.45 0.17 0.51
H 7.4467 0.1331 -0.6328 0.24 0.35 0.52
H 7.8794 1.7729 0.1671 0.31 -0.40 0.29
H 7.2474 1.6475 -1.4569 0.08 0.12 0.05
H 4.6311 -0.5505 2.9866 0.17 0.36 0.91
H 2.9401 -0.5182 2.7360 0.94 -0.14 0.03
C 1.7123 -3.3791 4.0274 -0.39 -0.86 0.06
C 0.5335 -2.4351 3.8454 0.34 1.01 0.39
C -0.7472 -2.8476 4.5409 -0.63 0.69 1.07
O -1.8113 -1.9419 4.1662 0.27 -0.70 -0.38
C -2.9879 -2.1231 4.9350 0.68 -1.51 1.09
N 1.0231 -1.1361 4.3198 -0.58 1.38 -0.43
H 1.7448 -3.7789 5.0426 0.24 0.39 0.30
H 2.6425 -2.8751 3.7554 -0.27 -0.07 0.11
H 1.6443 -4.2900 3.4363 -0.14 0.04 -0.41
H 0.3091 -2.3598 2.7682 0.06 0.09 0.25
H -0.7092 -2.8717 5.6801 0.42 0.11 -1.18
H -0.9519 -3.8422 4.2148 -0.63 -1.01 -0.28
H -3.7562 -1.4291 4.6907 -0.18 0.91 -0.51
H -2.6666 -1.9764 5.9787 -0.56 -0.04 0.03
H -3.4769 -3.1441 4.8705 0.85 0.69 -0.20
H 1.5188 -1.2035 5.1928 0.19 -0.24 0.34
H 0.2854 -0.4314 4.5024 0.34 -0.85 -0.41
C -4.5119 5.5142 1.0216 2.71 -1.94 -1.35
C -4.6309 3.9419 0.8393 -0.58 1.96 -1.31
C -3.4488 3.2978 0.1167 -1.19 -0.06 -1.77
O -3.0875 3.9670 -1.1250 -0.74 -0.68 0.58
C -3.8894 3.5406 -2.2425 0.36 1.54 -0.15
N -4.8475 3.2995 2.0859 -1.72 -1.14 1.23
H -3.9271 5.9667 0.1868 -0.27 -0.37 0.46
H -3.9219 5.5997 1.9292 -0.29 0.68 0.18
H -5.4310 5.9977 0.9941 -1.77 0.72 0.54
H -5.5283 3.7496 0.2129 0.43 0.04 0.21
H -3.7406 2.2700 -0.1575 0.06 0.08 0.28
H -2.5685 3.2242 0.6980 0.69 0.28 0.85
H -3.4429 4.0938 -3.1039 -0.54 -0.58 0.49
H -4.9703 3.8273 -2.1518 0.87 -0.24 0.07
H -3.7933 2.4741 -2.4011 -0.03 -0.36 -0.03
H -5.8196 3.5023 2.4360 1.65 -0.28 -0.29
H -4.1469 3.5557 2.7742 -0.05 0.19 0.01
C -6.0071 -0.1458 0.4081 -1.31 -0.92 -0.16
C -6.0741 -0.2685 1.9293 -0.42 -0.02 -1.51
C -6.4237 -1.7083 2.2920 -0.21 -0.11 0.70
O -4.8661 0.1074 2.4918 1.06 -1.32 1.45
H -5.2842 -0.7682 -0.1273 -0.01 -0.22 0.54
H -5.8772 0.8318 0.0412 0.45 1.63 -0.05
H -7.0143 -0.3922 0.0550 0.09 -0.31 -0.27
H -6.8316 0.4263 2.3021 -0.45 -0.10 -0.07
H -6.4468 -1.8203 3.3776 -0.06 0.05 0.12
H -5.6304 -2.3771 1.9607 -0.03 -0.04 -0.24
H -7.4132 -2.0707 1.9218 0.81 0.54 0.02
H -4.5541 0.9265 2.1279 -0.09 1.07 -0.33
C 5.3957 -3.6020 4.0704 -0.09 -0.07 -0.06
C 5.9535 -2.9950 2.7772 0.52 -1.27 0.15
C 7.1425 -3.8125 2.3144 0.39 0.02 -1.80
O 5.0482 -3.0089 1.7073 -0.58 -0.06 0.11
H 6.1986 -3.5769 4.8255 -0.40 0.11 -0.04
H 5.1204 -4.6864 3.9334 0.04 1.17 -0.03
H 4.5272 -3.0007 4.3967 0.39 -0.53 0.16
H 6.2958 -1.9600 2.9337 0.03 -0.08 0.30
H 7.9744 -3.7843 2.9964 0.37 0.17 0.35
H 7.4482 -3.3549 1.3294 0.05 -0.59 0.92
H 6.9334 -4.8906 2.1114 -0.29 0.84 0.24
H 4.4369 -2.2532 1.8699 -0.23 -0.01 -0.16
C 3.8930 1.1336 5.2189 -1.34 -1.37 0.46
C 3.5440 0.9679 6.7226 0.60 0.04 0.53
C 2.8425 2.2679 7.1512 -0.39 0.10 0.12
O 2.7055 -0.2308 7.0155 0.79 1.42 -0.78
H 2.8971 1.1819 4.7811 -0.07 0.04 -0.53
H 4.3131 0.1874 4.8503 0.29 0.50 0.02
H 4.4262 2.0304 4.8828 0.22 -0.33 0.58
H 4.4894 0.8293 7.3182 -0.84 0.29 -0.39
H 1.9383 2.5489 6.5286 1.00 -0.63 0.61
H 3.5908 3.0564 7.0054 -0.19 -0.01 -0.05
H 2.5698 2.3181 8.2181 -0.01 -0.32 -0.41
H 3.2762 -1.0087 6.9460 -0.04 0.25 0.02
C 6.3398 7.5434 1.0230 -1.07 0.30 0.88
C 5.8856 6.6899 2.2622 0.09 -0.36 -2.14
C 5.4944 5.2401 1.8308 0.94 0.68 0.84
O 6.9555 6.6584 3.2066 -0.53 0.06 0.25
H 5.6388 7.5311 0.1809 0.10 -0.58 0.07
H 7.3415 7.2681 0.6963 -0.03 -0.06 -0.06
H 6.3098 8.5967 1.3093 0.51 0.01 0.17
H 4.9943 7.1551 2.7180 0.66 -0.03 0.17
H 6.3705 4.7776 1.3987 0.62 -0.32 0.20
H 4.7934 5.1055 1.0229 -0.83 0.48 0.06
H 5.2136 4.7206 2.7520 -0.13 -0.27 -0.38
H 7.7747 6.3781 2.7742 -0.40 0.04 -0.08
C -0.8578 7.8192 -5.5990 0.44 0.41 0.17
C 0.0604 6.7510 -5.1210 2.52 1.29 -0.84
C -0.5740 5.6004 -4.5789 -1.36 -3.76 1.15
O 0.8949 6.3707 -6.2110 0.61 -0.01 -0.22
H -0.2192 8.5932 -6.0435 -0.48 0.19 0.38
H -1.4731 8.1269 -4.7633 -0.23 0.63 -0.04
H -1.4636 7.4257 -6.3867 -0.68 -0.28 -0.53
H 0.7249 7.1506 -4.3518 0.23 0.32 -0.09
H 0.1145 4.8061 -4.1111 -0.65 1.20 -0.99
H -1.1575 5.1154 -5.4197 0.19 0.20 1.23
H -1.1925 5.9166 -3.7421 -0.62 -0.20 -0.04
H 0.4289 5.6823 -6.7037 -0.04 -0.12 -0.08
C -0.9314 1.2746 -0.5542 0.18 -1.68 0.46
C -0.5567 0.3497 0.6524 0.96 -0.58 -1.19
C -1.6587 -0.4033 1.3599 -0.09 -0.83 -1.24
O 0.4998 -0.5824 0.2385 -0.43 0.62 0.51
H -1.2684 2.1438 -0.0226 -0.17 0.72 -0.74
H -1.7625 0.8216 -1.1601 0.66 0.50 0.42
H -0.0250 1.4464 -1.2017 -1.01 0.03 0.79
H -0.1146 0.9710 1.4176 0.66 0.26 0.10
H -1.1979 -1.1352 2.0532 -0.57 0.72 -0.24
H -2.2447 -0.9737 0.5982 0.18 0.21 0.51
H -2.3442 0.2780 1.8488 -0.09 -0.04 0.36
H 0.1115 -1.1863 -0.4020 -0.01 -0.08 -0.05
C 0.9633 2.6965 -6.6125 -0.19 -2.99 0.99
C 0.4395 3.0680 -7.9402 1.70 1.94 -0.64
C -0.2557 2.0537 -8.7382 0.24 -1.40 -1.20
O -0.4944 4.1283 -7.7448 -0.66 2.28 -2.09
H 0.1716 2.1635 -6.0482 0.05 0.48 -0.01
H 1.3340 3.4864 -6.0001 0.29 0.74 0.12
H 1.7286 1.8830 -6.6905 -0.25 0.84 -0.15
H 1.2898 3.5316 -8.5091 -0.45 -0.64 0.15
H -0.5424 2.5372 -9.6658 -0.67 -0.07 -0.11
H -1.0573 1.5953 -8.2003 -1.05 0.28 0.34
H 0.2787 1.1702 -9.0682 0.94 0.02 0.10
H -0.5818 4.6279 -8.6463 0.10 -1.42 2.52
C 2.0846 2.7831 -2.9989 2.13 -1.27 0.11
C 2.8878 1.7820 -2.0982 -1.32 1.18 -0.86
C 2.9411 0.3875 -2.6291 -1.09 -0.30 -1.70
O 4.1581 2.3456 -2.0000 0.40 0.32 0.31
H 2.6278 2.8662 -3.9628 -0.21 0.32 0.61
H 1.9527 3.7180 -2.4889 0.18 0.58 0.02
H 1.1512 2.3689 -3.2165 -1.78 -0.62 -0.34
H 2.3449 1.6896 -1.1394 0.35 0.36 0.12
H 1.8567 0.0290 -2.7726 1.88 -0.05 0.24
H 3.5648 -0.2035 -2.0094 -0.11 -1.03 1.42
H 3.5646 0.2743 -3.5362 -0.84 0.61 -0.35
H 4.6938 1.7773 -1.4380 0.38 -0.01 0.34
C -2.2462 4.2371 5.2684 0.22 0.29 0.38
C -1.3362 4.3790 4.0548 -0.09 -0.30 1.39
C -0.2096 3.3473 4.0660 0.40 0.53 0.12
O -2.1831 4.4953 2.9753 -1.11 -0.99 -0.47
H -3.0897 3.6010 5.1807 -0.25 -1.76 -0.67
H -2.8537 5.1227 5.3610 0.52 1.09 0.58
H -1.6985 3.9361 6.1697 -0.25 0.48 -0.07
H -0.8436 5.3222 4.1986 0.56 0.82 0.07
H 0.5341 3.5453 3.2875 -0.08 0.06 -0.04
H -0.5162 2.3130 3.9614 -0.26 -0.22 0.19
H 0.3041 3.5306 5.0390 -0.24 -0.51 -0.63
H -1.7423 4.6561 2.1268 0.57 0.48 -0.50
```
Forces are in eV/Å.

These are the Löwdin partial charges, in e, on atoms 1 to 99: atom 1 (C): -0.072, atom 2 (C): -0.280, atom 3 (O): -0.147, atom 4 (H): 0.070, atom 5 (H): 0.073, atom 6 (H): 0.040, atom 7 (H): 0.128, atom 8 (H): 0.106, atom 9 (H): 0.050, atom 10 (C): -0.084, atom 11 (C): -0.330, atom 12 (O): -0.082, atom 13 (H): 0.044, atom 14 (H): 0.073, atom 15 (H): 0.086, atom 16 (H): 0.085, atom 17 (H): 0.099, atom 18 (H): 0.021, atom 19 (C): -0.081, atom 20 (C): -0.284, atom 21 (O): -0.097, atom 22 (H): 0.063, atom 23 (H): 0.040, atom 24 (H): 0.091, atom 25 (H): 0.129, atom 26 (H): 0.093, atom 27 (H): 0.065, atom 28 (C): -0.045, atom 29 (C): -0.471, atom 30 (C): -0.197, atom 31 (O): -0.165, atom 32 (C): -0.159, atom 33 (N): 0.066, atom 34 (H): 0.084, atom 35 (H): 0.087, atom 36 (H): 0.067, atom 37 (H): 0.122, atom 38 (H): 0.122, atom 39 (H): 0.135, atom 40 (H): 0.098, atom 41 (H): 0.086, atom 42 (H): 0.076, atom 43 (H): 0.046, atom 44 (H): 0.041, atom 45 (C): -0.048, atom 46 (C): -0.409, atom 47 (C): -0.237, atom 48 (O): -0.222, atom 49 (C): -0.071, atom 50 (N): 0.052, atom 51 (H): 0.064, atom 52 (H): 0.062, atom 53 (H): 0.081, atom 54 (H): 0.109, atom 55 (H): 0.152, atom 56 (H): 0.121, atom 57 (H): 0.067, atom 58 (H): 0.071, atom 59 (H): 0.092, atom 60 (H): 0.046, atom 61 (H): 0.054, atom 62 (C): -0.053, atom 63 (C): -0.477, atom 64 (C): -0.213, atom 65 (O): -0.211, atom 66 (C): -0.101, atom 67 (N): 0.027, atom 68 (H): 0.064, atom 69 (H): 0.065, atom 70 (H): 0.101, atom 71 (H): 0.144, atom 72 (H): 0.128, atom 73 (H): 0.132, atom 74 (H): 0.069, atom 75 (H): 0.098, atom 76 (H): 0.093, atom 77 (H): 0.061, atom 78 (H): 0.087, atom 79 (C): -0.042, atom 80 (C): -0.395, atom 81 (C): -0.255, atom 82 (O): -0.193, atom 83 (C): -0.071, atom 84 (N): 0.057, atom 85 (H): 0.049, atom 86 (H): 0.070, atom 87 (H): 0.105, atom 88 (H): 0.115, atom 89 (H): 0.110, atom 90 (H): 0.125, atom 91 (H): 0.062, atom 92 (H): 0.080, atom 93 (H): 0.080, atom 94 (H): 0.090, atom 95 (H): 0.078, atom 96 (C): -0.045, atom 97 (C): -0.400, atom 98 (C): -0.198, atom 99 (O): -0.191